Computed, not measured: 2 unconnected molecules or ions with the total composition CH7BrN3, with ωB97M-V/def2-TZVPD.

```
12
Properties=species:S:1:pos:R:3
C -0.97 -1.43 0.37
N -0.36 -0.40 0.80
N -1.98 -2.24 1.19
N 1.01 1.01 -0.78
Br -2.53 -3.97 0.46
H -0.62 -1.68 -0.66
H -0.74 -0.31 1.68
H 0.66 0.14 -0.21
H -1.57 -2.24 2.12
H 1.66 0.75 -1.63
H 1.60 1.73 -0.30
H 0.13 1.45 -1.25
```

For the HOMO energy, the calculation gives -13.3 eV. The relative energy (zero: lowest compared OMol25 entry of this formula, charge and spin) comes out at 46.0 kcal per mole. The calculation puts the calculated total energy at -2780.255240 Eh. The total charge is +1.

natural (NBO) population analysis, charges in e, atoms 1 to 5: atom 1 (C): 0.340, atom 2 (N): -0.738, atom 3 (N): -0.699, atom 4 (N): -0.935, atom 5 (Br): 0.272

***

Computed, not measured: a molecular structure, C2H4GdLiO4, with ωB97M-V/def2-TZVPD.

```
12
Properties=species:S:1:pos:R:3
O 0.68 1.10 0.96
C 0.68 0.19 -3.49
H 0.80 0.91 -4.32
H -0.17 -0.51 -3.53
C 2.05 1.07 2.95
O 1.20 0.36 2.44
O 1.51 0.14 -2.58
Li 1.55 -0.75 -0.92
H 2.54 0.70 3.86
H 2.39 1.99 2.44
Gd -2.20 -0.08 0.54
O 0.15 0.18 0.24
```

Its spin multiplicity is 8. For the HOMO energy (spin up / spin down), the calculation gives -26.9 / -24.7 eV. The calculation puts the calculated total energy at -1150.630490 Eh. The total charge is +4.

Mulliken population analysis, charges in e, atoms 1 to 5: atom 1 (O): 0.035, atom 2 (C): 0.180, atom 3 (H): 0.376, atom 4 (H): 0.320, atom 5 (C): 0.107

***

Computed, not measured: 3 unconnected molecules or ions with the total composition C3H9NO2S2, with ωB97M-V/def2-TZVPD.

```
17
Properties=species:S:1:pos:R:3
S 3.41 1.62 -1.39
S 2.46 -0.61 1.20
C 1.32 -0.83 -0.21
C 0.05 -1.48 0.12
C -1.08 -0.75 0.68
N -2.12 -1.53 1.09
O -1.15 0.47 0.77
H 3.01 2.90 -1.21
H 1.19 0.18 -0.61
H 1.81 -1.39 -0.98
H -0.07 -2.53 -0.10
H 3.11 0.43 0.57
H -3.03 -1.11 1.11
H -2.07 -2.53 1.02
H -2.00 1.92 -0.12
H -2.25 2.67 -1.42
O -2.59 2.57 -0.53
```

Its spin multiplicity is 2. For the HOMO energy (spin up / spin down), the calculation gives -3.2 / -3.2 eV. The relative energy (zero: lowest compared OMol25 entry of this formula, charge and spin) comes out at 10.4 kcal per mole. The calculation puts the calculated total energy at -1121.332248 Eh. The total charge is -1.

natural (NBO) population analysis, charges in e, atoms 1 to 5: atom 1 (S): -0.979, atom 2 (S): -0.160, atom 3 (C): -0.612, atom 4 (C): -0.116, atom 5 (C): 0.575